Below is a structure of composition C21H32N5O12P2ReSbSe4, with properties calculated with wB97M-V/def2-TZVPD.

Computed properties:
Highest occupied orbital energy (spin up / spin down) = -15.95 / -15.96 eV
Energy above the lowest of the compared OMol25 structures with the same formula, charge and spin = 0.0 kJ/mol

The geometry in ORCA input format:
```
! wB97M-V def2-TZVPD RIJCOSX def2/J DEFGRID3
* xyz 3 1
Re -0.15540 0.35006 -0.95250
Se -0.34913 -2.21230 -5.97277
Sb 2.22486 -2.34469 -6.07166
Se -0.84472 -2.09366 -3.71562
Se -0.09580 0.06128 -3.30037
Se 2.90330 -1.95367 -3.86698
O -1.83604 -4.26744 4.77629
N -1.38129 -3.20117 5.11049
O -1.21570 -2.79275 6.23080
C -0.97655 -2.29299 4.01959
C -1.42512 -2.53409 2.75872
C -1.07048 -1.63611 1.73671
C -0.21365 -0.52930 1.95757
O 0.16672 0.33989 1.08603
C 0.27936 -0.42754 3.27988
C -0.11003 -1.23266 4.30917
N 1.35330 0.55065 3.50309
O 1.18878 1.42837 4.29253
O 2.38142 0.34062 2.86757
N -1.48662 -1.96935 0.43402
O -1.79782 -3.09977 0.15734
O -1.60399 -1.07800 -0.48085
H -2.06769 -3.38222 2.56288
H 0.25044 -1.08271 5.32025
C -1.73166 4.10135 -2.14707
C -2.41446 2.79173 -2.52681
P -2.39169 1.36372 -1.40236
C -3.06120 1.85006 0.21830
C -4.55962 2.15802 0.20860
C -3.56381 0.15861 -2.12547
C -4.70421 0.73070 -2.97251
H -2.09109 4.88397 -2.81294
H -0.65087 4.04555 -2.24814
H -1.96083 4.39953 -1.12549
H -2.08074 2.42471 -3.50257
H -3.48891 2.96713 -2.64059
H -2.48536 2.71123 0.55767
H -2.83594 1.03288 0.91108
H -4.80056 2.96928 -0.47788
H -4.85752 2.48246 1.20423
H -5.16478 1.29094 -0.05101
H -3.96333 -0.40768 -1.28148
H -2.99178 -0.55623 -2.71844
H -5.30395 1.45875 -2.43078
H -5.36482 -0.08411 -3.26434
H -4.33895 1.19732 -3.88556
N 0.95865 -4.85022 -0.32368
C 1.86369 -3.94106 -1.11391
P 1.93235 -2.35788 -0.17099
O 1.74471 -2.74534 1.25457
O 0.94010 -1.42683 -0.84246
C 3.63496 -1.66438 -0.28368
N 3.95361 -1.03993 1.04094
H 1.23489 -4.81534 0.66873
H 0.99782 -5.81679 -0.66085
H -0.02270 -4.54062 -0.36187
H 1.46889 -3.82125 -2.12049
H 2.84096 -4.41980 -1.15482
H 3.74205 -0.92007 -1.06913
H 4.34740 -2.46873 -0.46057
H 3.34684 -1.43751 1.77739
H 3.77719 -0.02383 1.03140
H 4.93086 -1.18339 1.30566
O 1.80679 1.27456 -1.40905
C 2.50864 1.93316 -0.34979
C 3.88455 1.81665 -0.33548
C 4.59146 2.45824 0.68105
C 3.91543 3.19479 1.64492
C 2.53422 3.30953 1.59215
C 1.80866 2.68136 0.58470
C 0.32512 2.86000 0.53804
O -0.27629 3.51225 1.33804
O -0.31520 2.29728 -0.51607
H 1.68303 1.92605 -2.11957
H 4.39489 1.29559 -1.13680
H 5.67219 2.40646 0.69570
H 4.46839 3.69987 2.42448
H 1.99378 3.89677 2.32281
*
```

Below is a cluster of 2 separate species, C4H14N3 in total, with properties calculated with wB97M-V/def2-TZVPD.

Computed properties:
Highest occupied orbital energy = -14.55 eV
Energy above the lowest of the compared OMol25 structures with the same formula, charge and spin = 45.4 kJ/mol

The geometry in ORCA input format:
```
! wB97M-V def2-TZVPD RIJCOSX def2/J DEFGRID3
* xyz 1 1
C -2.88121 -0.01143 -0.27585
C -0.59873 0.22549 -1.07249
N -1.64232 -0.57699 -0.81543
N 0.38298 -0.15907 -1.88257
N -0.37878 1.33490 -0.37924
H -1.84709 -1.24210 -1.55034
H 0.36063 -0.88388 -2.57991
H 1.26393 0.32624 -1.82951
H -1.09215 1.77842 0.17587
H 0.54301 1.73697 -0.35165
H -3.45380 0.65512 -0.91657
H -2.80933 0.40658 0.72388
H -3.53382 -0.87043 -0.10893
C 1.89265 -0.40367 2.61332
C 2.84047 -0.46529 1.43411
H 2.11290 -1.07113 3.42803
H 1.88501 0.60729 3.01634
H 0.88270 -0.66686 2.28836
H 2.44002 0.00643 0.53236
H 3.07488 -1.47832 1.07959
H 3.86091 -0.13870 1.64517
*
```

Below is a cluster of 8 separate species, C28H48ClNO23 in total, with properties calculated with wB97M-V/def2-TZVPD.

Computed properties:
Highest occupied orbital energy = -9.69 eV
SMILES = NCC1=CC(=O)C=C(Cl)C1=O.COC(=O)OC.COC(=O)OC.COC(=O)OC.COC(=O)OC.COC(=O)OC.COC(=O)OC.COC(=O)OC

The geometry in ORCA input format:
```
! wB97M-V def2-TZVPD RIJCOSX def2/J DEFGRID3
* xyz 0 1
N 4.31737 -0.65932 -0.62627
C 3.57277 -1.32390 -1.73170
C 2.16622 -1.58255 -1.28323
C 1.71628 -2.78127 -0.92358
C 0.31683 -2.88685 -0.44994
O -0.35601 -3.89938 -0.55847
C -0.25485 -1.67048 0.19828
C 0.17898 -0.47991 -0.18305
Cl -0.41468 1.00591 0.45063
C 1.25412 -0.40752 -1.21865
O 1.37420 0.54277 -1.96068
H 4.24755 -1.29336 0.16496
H 3.76594 0.13873 -0.32487
H 3.59829 -0.69087 -2.60859
H 4.04943 -2.28064 -1.90147
H 2.33131 -3.66234 -0.97138
H -1.00762 -1.74940 0.96239
C 0.70803 -3.30139 2.98720
O 1.61870 -3.14467 4.07510
C 2.66592 -2.36840 3.79008
O 2.87383 -1.82941 2.73399
O 3.43051 -2.29270 4.87274
C 4.59656 -1.47855 4.71815
H -0.09387 -3.95194 3.32412
H 0.28957 -2.33803 2.70624
H 1.20482 -3.76541 2.13682
H 4.31931 -0.45104 4.49059
H 5.24247 -1.87768 3.93870
H 5.12188 -1.50534 5.66781
C 0.60591 -0.87749 5.80072
O 1.00956 -0.23128 7.01243
C 0.55943 1.01513 7.14481
O -0.12571 1.60699 6.35564
O 1.00079 1.49267 8.30907
C 0.58883 2.83265 8.58396
H 1.02411 -1.87089 5.81564
H -0.48054 -0.95629 5.75243
H 0.98550 -0.34106 4.92991
H -0.49625 2.89844 8.63660
H 0.97102 3.51531 7.82754
H 1.01058 3.09605 9.54960
C -3.09753 2.30381 -0.99674
O -4.49772 2.41818 -0.73742
C -4.88397 3.63784 -0.36750
O -4.17032 4.59609 -0.24286
O -6.19941 3.60993 -0.15841
C -6.75202 4.86252 0.24773
H -2.91185 1.27314 -1.28163
H -2.80491 2.96051 -1.81561
H -2.52561 2.53516 -0.10553
H -6.59672 5.61833 -0.51976
H -6.31598 5.18770 1.19037
H -7.81790 4.70317 0.38261
C -1.96146 -3.56126 -6.13539
O -2.02804 -2.13917 -6.00825
C -1.53186 -1.67116 -4.86460
O -1.05397 -2.33106 -3.97978
O -1.65003 -0.34578 -4.87313
C -1.13250 0.28458 -3.70209
H -2.39367 -3.80782 -7.10074
H -0.92791 -3.90177 -6.10767
H -2.53854 -4.04460 -5.34964
H -0.07164 0.08538 -3.60934
H -1.66548 -0.05393 -2.81372
H -1.28146 1.35482 -3.81774
C 1.07437 4.05194 -3.32771
O 1.42215 4.23552 -4.70188
C 0.69392 5.15402 -5.33216
O -0.19288 5.80620 -4.85039
O 1.11770 5.22343 -6.59410
C 0.41698 6.17686 -7.39339
H 1.73158 3.28296 -2.93200
H 1.22462 4.97148 -2.76525
H 0.04276 3.71682 -3.23450
H 0.54006 7.18063 -6.99123
H -0.63960 5.92353 -7.45669
H 0.85551 6.13291 -8.38612
C -5.37972 -3.87901 6.79440
O -4.49884 -3.70178 7.90493
C -3.45017 -2.92232 7.65074
O -3.20710 -2.38662 6.60141
O -2.71482 -2.84053 8.75695
C -1.55309 -2.02198 8.61725
H -6.18187 -4.52751 7.13412
H -5.79871 -2.92518 6.47986
H -4.86123 -4.35506 5.96436
H -1.83034 -0.99622 8.37823
H -0.89250 -2.42311 7.85117
H -1.03566 -2.03321 9.57179
C 1.09029 -0.48892 -7.00431
O 2.28260 -0.84461 -7.70597
C 3.36875 -0.88704 -6.93776
O 3.40855 -0.66404 -5.75668
O 4.40567 -1.22281 -7.70352
C 5.64688 -1.30648 -7.00249
H 0.27780 -0.48903 -7.72484
H 0.87212 -1.21988 -6.22665
H 1.17884 0.50765 -6.57496
H 5.60057 -2.06991 -6.22803
H 5.90867 -0.34383 -6.56750
H 6.39951 -1.58483 -7.73438
*
```

Below is a structure of composition C22H38P2Zn, with properties calculated with wB97M-V/def2-TZVPD.

Computed properties:
Highest occupied orbital energy = -4.19 eV
Energy above the lowest of the compared OMol25 structures with the same formula, charge and spin = 359.3 kJ/mol

The geometry in ORCA input format:
```
! wB97M-V def2-TZVPD RIJCOSX def2/J DEFGRID3
* xyz 0 1
P 2.56659 -2.03018 -1.98270
P 1.26967 -2.34838 1.89923
C 2.98708 -2.65546 -0.34455
C 1.85780 -3.33257 0.47154
H 3.39359 -1.78939 0.21690
H 3.80380 -3.37018 -0.50138
H 0.98224 -3.62228 -0.13185
H 2.25062 -4.26341 0.90449
C 2.58340 -2.52156 3.13752
H 2.30699 -1.99975 4.06557
H 3.54700 -2.15189 2.75817
H 2.68555 -3.59618 3.35360
C -0.21639 -3.08389 2.56604
H 0.09465 -3.77224 3.36342
H -0.74876 -3.65025 1.79542
H -0.88798 -2.32620 2.99469
C 3.96713 -1.28213 -2.80186
H 3.62021 -0.38123 -3.31980
H 4.35757 -1.98965 -3.54107
H 4.74646 -1.00899 -2.08541
C 1.90345 -3.35225 -3.00639
H 1.25755 -4.02945 -2.43304
H 2.75438 -3.90320 -3.42339
H 1.32972 -2.89449 -3.82196
Zn -3.01676 1.28032 -0.35216
C 1.23589 -0.55026 1.54707
C 2.57369 -0.00834 1.40217
C 3.05573 0.92912 0.40596
C 2.09472 1.51117 -0.70956
C 1.75874 0.64796 -1.80907
C 1.34804 -0.75434 -1.81348
C 0.13635 -1.03860 -0.82571
C 0.07882 -0.27665 0.49566
C -2.40050 1.21422 -2.19468
H 0.85004 -0.14083 2.50842
H 3.26793 -0.20764 2.25054
H 3.91167 0.45999 -0.12733
H 3.50161 1.81158 0.90732
H 1.22002 2.01834 -0.26470
H 2.66013 2.34454 -1.16736
H 1.89995 1.08437 -2.79639
H 0.89794 -0.87702 -2.82239
H 0.01148 -2.12339 -0.66786
H -0.77081 -0.77387 -1.39031
H -0.04076 0.80010 0.30135
H -0.88080 -0.55373 0.96946
H -3.12189 0.66506 -2.82681
H -1.39120 0.77591 -2.27617
H -2.34089 2.25945 -2.54494
C -3.63815 1.93391 1.40107
C -4.44126 3.16100 1.13646
C -5.76504 3.06426 0.64886
C -6.50630 4.21442 0.37316
C -5.93802 5.48404 0.53236
C -4.60748 5.59473 0.98140
C -3.86571 4.44367 1.25945
H -4.22777 1.12850 1.84875
H -2.74511 2.15978 1.99591
H -6.19080 2.07000 0.48288
H -7.53798 4.12313 0.01009
H -6.52057 6.38456 0.32874
H -4.14964 6.57850 1.09782
H -2.81765 4.51721 1.57084
*
```